Density functional theory data (wB97M-V/def2-TZVPD) for a structure of composition C33H35N4OS2TcTe.

Last column: Mulliken charge in e.
Geometry (Å):
Tc: 2.1904 -1.8535 -1.3097  0.26
C: 5.1728 1.8769 -3.5410  -0.87
S: 5.6974 0.1754 -3.8201  0.06
C: 4.6537 -0.7542 -2.8125  0.50
S: 3.4204 0.0151 -1.7880  -0.08
N: 4.8808 -2.0311 -2.8131  -1.00
N: 4.0394 -2.6292 -1.8796  0.56
C: 4.4791 -3.6661 -1.2884  -0.49
C: 3.6823 -4.1099 -0.1296  0.72
C: 3.9522 -5.2329 0.6069  -0.72
C: 3.1533 -5.5117 1.7149  -0.29
C: 2.1232 -4.6542 2.0421  -0.97
C: 1.9119 -3.5330 1.2573  0.04
N: 2.6788 -3.2574 0.1954  -0.20
H: 5.8239 2.4665 -4.1846  0.38
H: 5.3338 2.1814 -2.5092  0.33
H: 4.1407 2.0293 -3.8469  0.31
H: 5.4311 -4.1032 -1.5727  0.43
H: 4.7707 -5.8808 0.3203  0.45
H: 3.3429 -6.3933 2.3135  0.46
H: 1.4886 -4.8354 2.8979  0.45
H: 1.1205 -2.8334 1.4791  0.61
C: -2.7314 0.0990 6.2422  -1.59
C: -2.0245 0.1063 4.9130  0.30
C: -1.2478 1.1875 4.5188  -0.92
C: -0.5933 1.2227 3.2946  0.18
C: 0.2503 2.4372 2.9648  -1.72
C: -0.7595 0.1226 2.4397  0.56
Te: 0.4426 0.3782 0.7217  1.33
N: 0.2733 -1.1287 -0.5798  -0.53
C: -0.1341 -1.0342 -1.8767  0.98
O: 0.8315 -1.2355 -2.7066  -0.81
C: -1.4962 -0.9191 -2.3820  0.60
C: -2.5575 -1.5304 -1.7214  -0.18
C: -3.8244 -1.4875 -2.2794  -0.71
C: -4.0285 -0.8139 -3.4789  -0.46
C: -2.9659 -0.2069 -4.1420  -0.75
C: -1.6939 -0.2781 -3.6078  -0.59
C: -0.5241 1.9331 -0.2796  0.47
C: -1.9236 1.9706 -0.4209  0.81
C: -2.8930 0.9760 0.1596  -1.30
C: -2.4573 3.0487 -1.1142  -0.78
C: -1.6673 4.0641 -1.6406  0.57
C: -2.2756 5.2154 -2.3955  -1.59
C: -0.2928 3.9977 -1.4497  -0.70
C: 0.3124 2.9520 -0.7695  1.04
C: 1.8069 3.0425 -0.5597  -1.90
C: -1.5084 -1.0011 2.8023  1.31
C: -1.7242 -2.2277 1.9511  -1.80
C: -2.1276 -0.9740 4.0458  -0.62
H: -2.4438 0.9515 6.8543  0.36
H: -2.5075 -0.8117 6.7985  0.39
H: -3.8131 0.1362 6.1007  0.34
H: -1.1338 2.0326 5.1889  0.36
H: 0.3149 3.0925 3.8306  0.48
H: -0.1752 3.0265 2.1498  0.35
H: 1.2847 2.1812 2.7053  0.30
H: -2.3781 -2.0756 -0.8050  0.43
H: -4.6500 -1.9848 -1.7874  0.45
H: -5.0207 -0.7757 -3.9107  0.44
H: -3.1300 0.3034 -5.0812  0.48
H: -0.8530 0.1696 -4.1221  0.49
H: -2.4722 -0.0131 0.2897  -0.45
H: -3.7564 0.8705 -0.4953  0.50
H: -3.2462 1.3134 1.1369  0.45
H: -3.5339 3.0955 -1.2424  0.41
H: -3.3630 5.1724 -2.3884  0.38
H: -1.9423 5.2096 -3.4349  0.35
H: -1.9678 6.1684 -1.9631  0.39
H: 0.3362 4.7941 -1.8361  0.51
H: 2.3017 3.3235 -1.4890  0.49
H: 2.2827 2.1267 -0.2189  0.21
H: 2.0329 3.8155 0.1777  0.33
H: -1.0356 -2.3109 1.1162  -0.18
H: -2.7346 -2.2289 1.5373  0.48
H: -1.6351 -3.1262 2.5629  0.65
H: -2.7149 -1.8375 4.3445  0.50

Properties
Frontier orbital gap (alpha / beta) ... 0.252 / 0.241 Eh
Lowest unoccupied orbital energy (alpha / beta) ... -6.8 / -7.0 eV
DFT total energy ... -2717.40291 Eh
Charge ... +2
Expectation value of S² ... 2.021
2S+1 ... 3

Density functional theory data (wB97M-V/def2-TZVPD) for a structure of composition C33H36AuN5O2SeSi at a distorted geometry.

Last column: Mulliken charge in e.
Geometry (Å):
Au: 0.0236 -0.4007 0.1069  1.14
C: -4.3658 1.3710 -0.4234  -1.15
C: -3.7638 2.7355 -0.4877  1.08
C: -4.4435 3.8493 -0.0442  -0.89
C: -3.8437 5.1028 -0.0606  -0.80
C: -2.5448 5.2493 -0.5298  -0.87
C: -1.8192 4.1646 -0.9772  1.06
C: -0.4143 4.3054 -1.4541  -1.38
C: -2.4403 2.8837 -0.9991  -0.67
N: -1.7942 1.8078 -1.4582  1.08
C: -1.9461 1.0972 -2.5571  -0.65
O: -2.3938 1.5719 -3.6012  -0.80
C: -1.6237 -0.3597 -2.4820  0.82
C: -1.9421 -1.1323 -3.5950  -0.79
C: -2.0579 -2.5064 -3.4743  -0.77
C: -1.9647 -3.0532 -2.1995  -0.47
C: -1.5849 -2.2444 -1.1470  0.08
N: -1.3319 -0.9271 -1.2988  0.54
C: -1.5592 -2.7972 0.2501  0.46
O: -2.0896 -3.8681 0.5076  -0.73
N: -0.9900 -1.9400 1.0973  -0.01
C: -0.7208 -2.1836 2.4439  -0.43
C: 0.1729 -3.1996 2.8290  1.46
C: 0.6802 -4.1931 1.8363  -1.33
C: 0.5933 -3.2566 4.1488  -0.93
C: 0.1167 -2.3600 5.0886  -0.94
C: -0.8035 -1.3932 4.7152  -0.71
C: -1.2253 -1.2835 3.4004  0.60
C: -2.1869 -0.2040 3.0052  -1.01
H: -5.3422 1.3970 0.0520  0.42
H: -3.7214 0.6958 0.1395  0.04
H: -4.4716 0.9523 -1.4237  0.27
H: -5.4529 3.7330 0.3247  0.39
H: -4.3889 5.9594 0.3044  0.39
H: -2.0976 6.2314 -0.5520  0.41
H: -0.1909 5.3336 -1.7228  0.49
H: -0.2273 3.6556 -2.3077  0.14
H: 0.2596 4.0058 -0.6478  0.23
H: -2.1356 -0.6191 -4.5255  0.52
H: -2.2895 -3.1266 -4.3273  0.48
H: -2.1913 -4.0855 -1.9781  0.57
H: 1.1444 -3.6896 0.9895  0.18
H: -0.1485 -4.7859 1.4505  0.34
H: 1.4089 -4.8580 2.2925  0.42
H: 1.3150 -4.0073 4.4415  0.42
H: 0.4695 -2.4040 6.1087  0.41
H: -1.1980 -0.7074 5.4527  0.39
H: -2.4889 0.3743 3.8759  0.45
H: -3.0754 -0.6300 2.5417  0.30
H: -1.7190 0.4685 2.2817  0.06
Se: 1.2872 0.9099 2.9473  0.35
N: 1.3176 -0.3215 1.6053  -0.40
C: 2.5364 -0.9157 1.5857  1.44
C: 2.9642 -1.8961 0.6961  -0.59
C: 4.2230 -2.4356 0.8545  -1.43
C: 5.0649 -2.0109 1.8884  -0.70
C: 4.6743 -1.0349 2.7720  -0.73
C: 3.4009 -0.4605 2.6302  0.56
N: 2.9329 0.5167 3.4155  -0.78
H: 2.3079 -2.2160 -0.1002  0.87
H: 4.5650 -3.1946 0.1668  0.50
H: 6.0393 -2.4634 1.9938  0.43
H: 5.3098 -0.6829 3.5699  0.51
C: 2.9497 -0.8736 -2.5818  -1.01
Si: 2.2403 0.8720 -2.3109  0.36
C: 3.7432 2.0335 -2.0924  -1.32
C: 1.2882 1.3814 -3.8802  -0.98
C: 1.1124 1.0995 -0.7897  -0.07
H: 3.5071 -0.9105 -3.5138  0.46
H: 2.1710 -1.6296 -2.6354  0.29
H: 3.6361 -1.1419 -1.7860  0.19
H: 4.3077 2.0918 -3.0188  0.35
H: 4.4137 1.6699 -1.3188  0.35
H: 3.4482 3.0445 -1.8286  0.36
H: 1.4846 2.4172 -4.1361  0.37
H: 0.2171 1.2708 -3.7663  0.20
H: 1.5867 0.7746 -4.7281  0.43
H: 0.3600 1.8356 -1.0546  -0.75
H: 1.7158 1.5414 0.0056  0.43

Properties
Frontier orbital gap ... 0.141 Eh
Lowest unoccupied orbital energy ... -2.6 eV
Energy above the lowest of the compared OMol25 structures with the same formula, charge and spin ... 19.2 kcal per mole
DFT total energy ... -4529.93304 Eh
2S+1 ... 1

Density functional theory data (wB97M-V/def2-TZVPD) for a structure of composition C33H36CuF3N2OSb at a distorted geometry.

Last column: Mulliken charge in e.
Geometry (Å):
Cu: 12.7222 12.1453 10.9547  -1.48
F: 13.4659 7.0339 18.8693  -0.32
C: 13.0316 7.7062 17.7858  0.35
C: 12.4856 9.0068 17.9208  -0.75
C: 12.0685 9.6985 16.8348  0.52
C: 12.1434 9.1501 15.5688  -0.58
C: 12.7764 7.9047 15.4447  -0.25
C: 13.1897 7.1754 16.4833  -0.69
Sb: 11.5301 10.3233 13.8284  1.02
C: 13.0294 11.7642 14.4872  0.19
C: 14.2692 11.3006 14.9968  -0.62
C: 15.3703 12.1734 15.1037  -0.88
C: 15.2082 13.4596 14.6088  0.53
F: 16.2890 14.3355 14.6598  -0.38
C: 14.0431 13.9282 14.1236  -0.82
C: 12.9348 13.1197 14.0662  -0.16
C: 9.7732 11.3098 14.6264  0.10
C: 9.9375 12.4730 15.4252  0.22
C: 8.8247 13.2559 15.7916  -1.02
C: 7.5979 12.8139 15.3952  0.44
F: 6.5002 13.5147 15.7723  -0.35
C: 7.3690 11.6787 14.6162  -0.80
C: 8.4995 10.9711 14.2326  -0.27
H: 12.3092 9.3823 18.9036  0.46
H: 11.5670 10.6739 17.0305  0.17
H: 13.1730 7.5754 14.4631  0.26
H: 13.6335 6.2129 16.3254  0.44
H: 14.4580 10.2662 15.2880  0.40
H: 16.3514 11.9039 15.5695  0.39
H: 13.9613 14.9677 13.8281  0.43
H: 11.9728 13.4382 13.6284  0.25
H: 10.9490 12.6809 15.8207  0.29
H: 8.9381 14.1527 16.3975  0.45
H: 6.4354 11.2717 14.2531  0.43
H: 8.3198 10.1238 13.5349  0.27
C: 8.8272 9.4671 7.9195  -1.63
C: 10.2119 9.0098 8.3649  2.64
C: 10.2949 7.4962 8.0786  -1.79
C: 10.4240 9.3125 9.7804  -1.19
C: 11.2731 9.7631 7.5932  -0.26
N: 12.0192 10.4970 7.1499  -0.52
H: 8.0616 8.7196 8.2812  0.36
H: 8.7486 9.4585 6.8401  0.44
H: 8.5410 10.4763 8.3227  0.30
H: 9.7792 6.9052 8.8583  0.38
H: 11.3000 7.1734 8.1463  0.47
H: 9.9277 7.2174 7.0732  0.39
H: 9.7757 8.7461 10.3660  0.60
H: 10.2943 10.4308 9.9726  -0.34
H: 11.4435 9.1806 10.1643  0.06
C: 10.0415 13.1177 10.9130  -1.06
O: 11.2279 12.9497 11.5647  0.52
H: 9.5186 12.1715 10.7931  0.23
H: 10.1325 13.5021 9.9288  0.32
H: 9.4087 13.8162 11.4803  0.22
C: 13.6229 13.2697 8.3131  -1.21
N: 13.5458 13.6192 9.7379  0.46
C: 12.9815 14.9366 10.0690  -0.91
C: 15.0339 13.5655 10.1561  -0.74
C: 15.4050 12.1463 10.2275  0.96
C: 16.6005 11.6322 9.8120  -0.82
C: 16.8332 10.2646 9.8542  -0.56
C: 15.9106 9.4099 10.3876  -0.61
C: 14.7065 9.8989 10.8047  -0.01
C: 14.4064 11.2864 10.6807  1.03
H: 12.5527 13.2439 7.9165  0.29
H: 14.0285 12.3224 8.0605  0.41
H: 14.1042 14.0432 7.7194  0.37
H: 11.9108 14.9790 9.8343  0.21
H: 13.4452 15.7302 9.4788  0.32
H: 13.1307 15.0271 11.1177  0.28
H: 15.0644 13.9529 11.1567  0.32
H: 15.5922 14.2353 9.4420  0.34
H: 17.3631 12.1755 9.2054  0.31
H: 17.7685 9.8451 9.4510  0.34
H: 16.1739 8.3666 10.4505  0.44
H: 13.9335 9.2227 11.1106  0.43

Properties
Frontier orbital gap (alpha / beta) ... 0.327 / 0.286 Eh
Lowest unoccupied orbital energy (alpha / beta) ... 0.4 / -0.8 eV
Energy above the lowest of the compared OMol25 structures with the same formula, charge and spin ... 4.5 kcal per mole
DFT total energy ... -3643.99553 Eh
Expectation value of S² ... 0.755
2S+1 ... 2

Density functional theory data (wB97M-V/def2-TZVPD) for a structure of composition C33H36CuF3N2OSb at a distorted geometry.

Last column: Mulliken charge in e.
Geometry (Å):
Cu: -1.1764 -0.0578 -0.0863  -0.99
F: 7.4500 -1.5050 1.1490  -0.33
C: 6.3017 -0.8280 0.8417  0.49
C: 5.8763 0.1191 1.7390  -0.79
C: 4.6449 0.6871 1.5457  0.28
C: 3.8291 0.3807 0.4221  -0.31
C: 4.3968 -0.4808 -0.5296  0.00
C: 5.6108 -1.1281 -0.3041  -0.79
Sb: 1.8923 1.3341 0.1491  0.60
C: 2.6029 2.5108 -1.5125  -0.13
C: 3.9483 2.9045 -1.6711  -0.15
C: 4.3742 3.6868 -2.6768  -0.94
C: 3.4320 4.2438 -3.5139  0.62
F: 3.8124 5.2678 -4.3755  -0.32
C: 2.1010 3.8831 -3.5050  -0.84
C: 1.7162 3.0397 -2.4623  -0.08
C: 2.2571 2.7063 1.7417  -0.15
C: 2.8685 3.9413 1.5300  -0.11
C: 3.1767 4.7111 2.6260  -0.59
C: 2.8026 4.3243 3.8442  0.21
F: 3.1853 5.0179 4.9533  -0.32
C: 2.2475 3.0696 4.0987  -0.30
C: 1.9543 2.2605 3.0133  -0.46
H: 6.5262 0.4901 2.5670  0.38
H: 4.3439 1.4270 2.2994  0.15
H: 3.8968 -0.7048 -1.5005  0.27
H: 6.0353 -1.7328 -1.0933  0.41
H: 4.6276 2.6198 -0.8356  0.40
H: 5.4035 4.0154 -2.7060  0.40
H: 1.3511 4.4284 -4.1296  0.36
H: 0.6446 2.9857 -2.4629  0.32
H: 3.1851 4.2426 0.5252  0.39
H: 3.6736 5.6542 2.4396  0.43
H: 2.1359 2.6718 5.1180  0.40
H: 1.4905 1.2207 3.0727  0.24
C: -7.6365 -2.6708 0.5537  -1.66
C: -6.0873 -2.6926 0.6502  1.97
C: -5.4749 -4.0129 0.0668  -1.58
C: -5.6393 -2.3635 2.0668  -1.34
C: -5.6741 -1.5753 -0.1828  0.00
N: -5.3596 -0.6483 -0.8159  -0.59
H: -8.1045 -3.3497 1.2417  0.43
H: -7.9665 -2.8695 -0.4689  0.37
H: -7.9518 -1.6508 0.8978  0.37
H: -5.8205 -4.8334 0.6937  0.42
H: -4.3996 -3.9434 0.0012  0.28
H: -5.8276 -4.2339 -0.9381  0.38
H: -5.9242 -3.1135 2.8015  0.40
H: -6.0608 -1.3520 2.3144  0.37
H: -4.5861 -2.2975 2.0927  0.21
C: -2.3047 2.5662 -0.8330  -1.05
O: -1.2805 1.6599 -0.4570  0.19
H: -3.1809 2.7221 -0.1279  0.25
H: -2.7136 2.3230 -1.8375  0.28
H: -1.9004 3.5908 -0.9441  0.25
C: -2.2011 -1.0905 -2.5340  -1.05
N: -0.8234 -1.0115 -1.9821  0.60
C: -0.0048 -0.2159 -2.8163  -0.39
C: -0.2300 -2.4161 -1.6841  -0.94
C: -0.6176 -2.8561 -0.3182  1.12
C: -0.4990 -4.1933 0.0719  -0.91
C: -0.6834 -4.5144 1.3860  -0.52
C: -1.0898 -3.5342 2.3223  -0.63
C: -1.3802 -2.2487 1.8796  -0.54
C: -1.0764 -1.8939 0.5762  0.83
H: -2.5106 -0.1433 -2.9854  0.35
H: -2.8675 -1.3544 -1.7061  0.23
H: -2.3113 -1.8291 -3.3642  0.31
H: -0.4702 0.7952 -2.8524  0.06
H: 0.0561 -0.6026 -3.8645  0.32
H: 0.9803 -0.2606 -2.2843  -0.16
H: 0.8335 -2.3155 -1.7625  0.41
H: -0.6394 -3.1704 -2.3925  0.36
H: -0.0809 -5.0482 -0.5717  0.25
H: -0.4431 -5.4515 1.8402  0.42
H: -1.0734 -3.7977 3.3522  0.48
H: -1.5930 -1.5092 2.6039  0.65

Properties
Frontier orbital gap (alpha / beta) ... 0.325 / 0.282 Eh
Lowest unoccupied orbital energy (alpha / beta) ... 0.6 / -0.7 eV
Energy above the lowest of the compared OMol25 structures with the same formula, charge and spin ... 7.9 kcal per mole
DFT total energy ... -3643.99019 Eh
Expectation value of S² ... 0.754
2S+1 ... 2